Formula: C39H60B3F8N3O4SeTl
Source: OMol25
Level of theory: the ωB97M-V functional and the def2-TZVPD basis

The geometry in XYZ format:
```
119
Properties=species:S:1:pos:R:3:forces:R:3
Tl 1.489 1.225 0.128 0.21 -0.04 -0.15
C -0.218 -6.017 1.031 0.02 0.00 -0.02
C -0.260 -5.289 2.383 0.01 0.01 0.02
C -1.721 -5.112 2.813 -0.01 0.00 0.00
C 0.437 -6.164 3.432 -0.01 0.01 0.02
C 0.422 -3.930 2.217 0.07 0.02 0.00
C -0.218 -2.898 1.635 0.02 0.03 -0.02
C 0.451 -1.640 1.432 -0.14 0.07 -0.05
N -0.047 -0.563 0.909 0.02 -0.12 0.11
C -1.249 -0.301 0.359 -0.12 0.10 0.00
C -2.090 -1.238 -0.288 0.14 0.07 0.04
C -3.295 -0.856 -0.799 -0.09 0.12 -0.02
C -3.691 0.500 -0.598 -0.07 -0.13 -0.09
C -2.921 1.468 -0.016 0.15 -0.01 0.09
C -1.596 1.104 0.447 -0.20 -0.15 -0.06
O -0.787 1.935 0.959 0.25 0.12 0.08
C -3.420 2.898 0.179 0.01 -0.04 0.00
C -2.523 3.898 -0.562 -0.01 0.03 -0.03
C -4.847 3.076 -0.344 -0.03 0.02 0.01
C -3.424 3.223 1.681 -0.01 0.02 0.00
C -4.168 -1.870 -1.545 0.03 0.03 0.00
C -4.541 -3.015 -0.593 -0.01 -0.01 0.01
C -5.459 -1.246 -2.075 -0.01 0.00 -0.01
C -3.394 -2.449 -2.738 0.01 -0.01 0.00
C 1.815 -1.435 1.961 0.16 0.10 0.08
O 2.335 -0.308 1.912 -0.03 -0.21 -0.14
C 2.496 -2.585 2.555 -0.05 0.02 0.04
C 1.801 -3.740 2.633 0.00 -0.07 -0.04
C 3.933 -2.439 3.047 -0.03 0.00 -0.01
C 4.472 -3.766 3.583 0.01 -0.01 0.02
C 3.983 -1.407 4.185 0.01 0.01 0.00
C 4.847 -1.991 1.897 0.02 -0.01 0.00
H -0.673 -7.008 1.115 0.00 0.00 0.01
H -0.758 -5.449 0.272 0.00 0.00 0.00
H 0.810 -6.136 0.684 0.00 0.01 0.00
H -2.180 -6.091 2.972 -0.01 0.00 -0.01
H -1.790 -4.543 3.742 0.00 -0.01 0.01
H -2.311 -4.595 2.056 0.00 -0.01 0.00
H -0.147 -7.073 3.589 0.00 0.00 0.00
H 1.434 -6.470 3.114 0.00 0.00 0.00
H 0.525 -5.649 4.391 -0.01 0.00 0.00
H -1.252 -2.976 1.338 0.02 -0.01 0.02
H -1.712 -2.240 -0.445 -0.02 0.01 -0.02
H -4.669 0.787 -0.958 0.02 -0.02 0.00
H -2.529 3.705 -1.635 -0.02 0.00 -0.01
H -2.896 4.913 -0.395 0.01 0.01 -0.01
H -1.491 3.850 -0.232 0.05 -0.01 0.02
H -4.914 2.868 -1.415 0.01 0.02 0.00
H -5.563 2.437 0.179 0.01 0.00 0.00
H -5.150 4.114 -0.190 -0.01 0.00 0.00
H -2.416 3.170 2.088 0.00 -0.01 0.00
H -3.811 4.234 1.839 0.00 0.00 0.00
H -4.062 2.523 2.227 0.00 0.00 -0.01
H -5.076 -2.633 0.279 0.00 0.00 0.00
H -5.180 -3.744 -1.100 0.00 0.00 0.00
H -3.650 -3.538 -0.239 0.00 0.00 0.00
H -6.088 -0.864 -1.268 0.00 0.00 0.00
H -5.254 -0.425 -2.766 0.01 0.00 0.00
H -6.032 -2.003 -2.616 0.00 0.00 0.00
H -2.471 -2.936 -2.422 0.00 0.00 0.00
H -4.004 -3.190 -3.263 0.00 0.00 0.00
H -3.127 -1.664 -3.446 0.00 0.02 -0.01
H 2.306 -4.599 3.048 -0.03 0.00 0.01
H 3.902 -4.128 4.443 -0.01 0.01 0.00
H 4.474 -4.539 2.812 0.01 0.00 0.00
H 5.504 -3.619 3.909 0.00 0.00 0.00
H 3.322 -1.700 5.006 0.00 -0.01 0.00
H 5.003 -1.345 4.575 0.00 0.00 0.00
H 3.691 -0.421 3.830 0.00 0.00 0.00
H 4.783 -2.677 1.052 0.00 0.00 0.02
H 4.581 -1.001 1.536 -0.01 0.00 -0.01
H 5.881 -1.962 2.251 0.00 0.01 0.01
C -0.379 3.233 -4.220 0.00 0.01 0.00
C -0.645 1.840 -3.680 0.00 -0.02 0.08
C -2.062 1.394 -3.981 -0.03 0.01 -0.03
O -0.505 1.905 -2.221 0.00 -0.02 -0.13
B 0.746 1.470 -1.961 0.11 -0.13 0.18
O 1.450 0.992 -3.009 -0.17 0.02 -0.13
C 0.452 0.801 -4.067 0.10 0.07 0.06
C 1.126 1.043 -5.399 0.01 -0.03 -0.01
C -0.022 -0.639 -3.943 -0.01 -0.02 0.02
H -1.064 3.935 -3.746 0.00 0.01 0.01
H -0.529 3.259 -5.301 -0.01 0.01 0.01
H 0.631 3.566 -3.986 0.03 0.01 0.01
H -2.757 2.205 -3.756 0.01 -0.01 0.02
H -2.335 0.533 -3.374 -0.01 -0.02 0.00
H -2.164 1.136 -5.038 -0.01 0.02 0.00
H 1.587 2.027 -5.439 0.00 0.00 0.01
H 0.402 0.955 -6.213 -0.01 0.01 0.00
H 1.900 0.289 -5.542 0.00 0.00 -0.01
H -0.536 -0.801 -2.992 0.01 0.01 0.01
H 0.845 -1.297 -3.964 0.05 -0.04 0.00
H -0.702 -0.900 -4.757 0.02 -0.01 0.01
C 4.526 5.238 0.036 -0.10 -0.02 0.02
N 3.596 5.004 1.132 0.17 0.02 0.00
C 2.869 5.975 1.779 -0.05 -0.04 -0.03
C 2.059 5.346 2.654 -0.02 -0.02 -0.08
N 2.301 3.994 2.526 0.04 -0.06 0.06
C 1.607 2.939 3.246 0.08 0.00 -0.01
C 3.243 3.794 1.588 -0.05 0.05 0.03
Se 3.932 2.142 1.052 -0.27 0.15 0.07
H 4.283 6.198 -0.408 0.00 0.01 0.00
H 4.381 4.461 -0.710 -0.01 0.00 -0.02
H 5.552 5.218 0.401 0.01 0.00 -0.01
H 2.939 7.010 1.503 0.01 0.00 0.01
H 1.306 5.729 3.318 0.00 -0.01 0.00
H 0.905 3.407 3.931 -0.02 -0.03 0.00
H 2.320 2.323 3.792 0.02 0.01 -0.01
H 1.055 2.299 2.558 -0.13 0.10 0.08
F 1.340 4.182 -0.350 -0.21 0.05 -0.02
B 1.318 5.180 -1.377 0.19 -0.10 0.01
F 2.193 4.754 -2.392 -0.02 0.01 -0.04
F 0.030 5.350 -1.864 -0.06 -0.02 0.01
F 1.791 6.392 -0.827 0.06 0.06 0.04
F 2.137 -1.139 -0.846 0.01 0.01 -0.14
B 3.099 -2.079 -1.374 -0.02 0.01 0.06
F 3.009 -3.241 -0.587 0.01 -0.03 0.03
F 2.778 -2.363 -2.699 -0.05 0.02 -0.02
F 4.367 -1.507 -1.267 0.01 -0.01 -0.01
```
Positions in Å, forces in eV/Å.

Computed properties:
- net charge = -1
- LUMO energy (alpha / beta) (eV) = 0.757 / 0.761
- orbital gap (alpha / beta) (eV) = 5.58 / 5.59
- M (g mol⁻¹) = 1102.69
- ΔE to the lowest compared entry with this formula, charge and spin (kcal/mol) = 6.2
- calculated total energy (a.u.) = -5435.42473

Formula: C39H60N2O8
Source: OMol25
Level of theory: the ωB97M-V functional and the def2-TZVPD basis

The geometry in XYZ format:
```
109
Properties=species:S:1:pos:R:3:forces:R:3
C 4.188 -3.774 1.231 0.11 0.42 -0.08
C 4.371 -2.466 0.513 0.13 0.03 -0.29
C 5.802 -2.105 0.196 -0.77 -0.01 -0.08
C 3.384 -1.630 0.195 0.18 -0.69 0.11
C 1.992 -1.733 0.730 -0.14 0.64 -0.33
C 0.870 -1.190 -0.151 0.10 -0.94 -0.24
C 0.710 -1.875 -1.540 -0.12 1.20 0.70
C 1.539 -1.125 -2.576 0.21 -0.25 -0.28
C -0.778 -1.766 -1.919 0.04 -0.48 -0.71
C -1.507 -3.032 -2.424 -0.40 -0.05 0.20
C -1.193 -4.311 -1.695 0.15 -0.46 0.09
C -1.969 -4.638 -0.581 0.18 0.08 -0.11
C -1.787 -5.806 0.143 0.01 0.14 -0.23
C -0.816 -6.715 -0.240 -0.22 0.31 0.01
C -0.019 -6.421 -1.338 -0.12 0.23 0.03
C -0.189 -5.234 -2.069 -0.16 0.18 0.22
C 0.702 -5.005 -3.243 0.21 -0.26 0.09
O 0.505 -4.151 -4.073 -0.15 0.50 -0.26
C 1.901 -5.882 -3.407 0.39 -0.11 0.06
C 2.887 -5.505 -4.321 -0.22 -0.14 0.12
C 3.972 -6.333 -4.560 -0.66 0.13 0.30
C 4.079 -7.553 -3.884 0.29 -0.19 0.01
C 5.230 -8.476 -4.233 -0.26 0.58 -0.05
C 6.568 -7.959 -3.731 -0.51 -0.30 -0.30
O 6.534 -7.826 -2.312 0.12 -0.17 -0.55
C 7.139 -6.747 -1.811 -0.02 0.05 0.19
O 7.346 -6.640 -0.650 0.14 0.22 0.86
C 3.128 -7.907 -2.936 0.04 0.17 -0.37
C 2.039 -7.073 -2.703 0.07 0.49 -0.15
C 0.981 -7.442 -1.741 0.01 -0.27 -0.18
O 0.908 -8.572 -1.323 0.03 -0.55 0.41
H 4.848 -4.514 0.789 0.18 -0.19 -0.02
H 4.475 -3.661 2.276 -0.09 -0.19 0.20
H 3.175 -4.149 1.147 -0.14 -0.03 0.21
H 6.255 -1.712 1.103 0.33 -0.09 0.08
H 5.817 -1.317 -0.553 0.20 0.02 -0.10
H 6.339 -2.982 -0.147 0.36 -0.04 -0.07
H 3.645 -0.810 -0.459 -0.12 0.44 0.20
H 1.737 -2.749 1.021 0.09 -0.20 -0.01
H 1.979 -1.145 1.652 -0.09 -0.02 0.19
H 0.940 -0.115 -0.289 0.08 0.21 0.04
H -0.051 -1.376 0.391 -0.12 0.17 0.20
H 1.067 -2.896 -1.431 -0.13 -0.29 -0.15
H 2.604 -1.141 -2.363 0.12 -0.06 0.08
H 1.403 -1.530 -3.578 -0.06 -0.13 -0.08
H 1.227 -0.082 -2.607 -0.05 0.14 0.04
H -0.854 -1.047 -2.734 -0.12 0.18 -0.04
H -1.360 -1.346 -1.104 0.05 -0.03 0.23
H -2.569 -2.843 -2.262 -0.13 -0.03 0.01
H -1.406 -3.183 -3.487 0.31 0.09 -0.18
H -2.748 -3.948 -0.286 -0.06 0.05 0.03
H -2.438 -6.001 0.980 0.00 -0.12 0.17
H -0.694 -7.639 0.299 0.16 -0.16 -0.04
H 2.737 -4.574 -4.844 0.13 0.07 -0.13
H 4.693 -6.031 -5.306 0.19 -0.10 -0.05
H 5.042 -9.490 -3.899 0.00 -0.10 0.13
H 5.287 -8.476 -5.321 0.14 -0.29 -0.14
H 6.772 -7.004 -4.210 0.12 0.23 0.08
H 7.349 -8.659 -4.021 0.21 -0.04 0.14
H 7.412 -5.964 -2.527 -0.03 -0.04 -0.38
H 3.210 -8.847 -2.415 -0.05 -0.08 0.14
C -4.681 3.766 -1.697 0.13 0.05 0.00
O -3.970 4.345 -0.621 -0.16 -0.09 -0.07
C -4.654 4.325 0.627 0.18 0.23 0.21
C -4.038 3.327 1.586 0.02 -0.17 -0.13
N -4.285 1.952 1.170 0.17 0.05 -0.03
C -3.494 0.945 1.875 -0.19 -0.02 -0.11
C -1.970 1.021 1.812 0.08 -0.13 0.19
O -1.408 0.728 0.546 -0.20 0.22 0.02
C -1.425 1.790 -0.389 0.10 -0.21 -0.10
H -4.172 4.051 -2.617 0.02 0.02 0.02
H -4.694 2.672 -1.642 -0.10 -0.01 0.00
H -5.710 4.134 -1.739 -0.03 -0.03 0.00
H -5.724 4.145 0.494 0.02 -0.12 -0.07
H -4.536 5.322 1.062 -0.04 0.00 0.01
H -4.470 3.481 2.580 0.02 0.00 0.02
H -2.967 3.556 1.647 -0.01 0.12 0.08
H -4.099 1.869 0.180 -0.01 0.01 -0.03
H -3.788 -0.027 1.472 0.01 -0.03 0.05
H -3.793 0.953 2.928 0.05 0.03 0.02
H -1.587 0.247 2.482 0.01 -0.01 -0.02
H -1.580 1.973 2.191 -0.07 0.08 -0.10
H -1.282 2.761 0.091 -0.08 0.03 0.02
H -2.349 1.796 -0.973 -0.03 0.15 0.02
H -0.602 1.624 -1.088 0.02 -0.02 0.04
C -1.674 7.332 1.469 -0.19 -0.06 0.03
O -2.028 6.891 2.767 0.11 0.07 -0.14
C -1.098 7.230 3.788 -0.06 -0.18 0.24
C -1.634 8.315 4.699 -0.07 0.15 -0.15
N -1.710 9.602 4.021 -0.18 -0.08 0.02
C -2.472 10.630 4.728 0.16 0.02 -0.15
C -3.940 10.370 5.058 -0.05 0.13 0.17
O -4.809 10.346 3.941 0.05 -0.08 -0.02
C -4.840 9.131 3.217 -0.12 0.16 -0.07
H -2.323 6.817 0.762 0.01 -0.03 0.02
H -1.828 8.409 1.348 0.12 0.02 -0.04
H -0.635 7.087 1.232 0.02 0.03 0.01
H -0.129 7.509 3.364 -0.04 0.09 -0.06
H -0.951 6.327 4.389 0.04 0.00 -0.02
H -0.970 8.409 5.564 -0.01 0.01 0.02
H -2.613 7.978 5.063 0.04 -0.09 0.08
H -2.123 9.470 3.109 0.01 -0.02 -0.03
H -2.431 11.532 4.114 0.00 0.03 0.04
H -1.948 10.861 5.661 -0.04 -0.03 0.04
H -4.280 11.210 5.668 -0.01 0.00 -0.01
H -4.081 9.471 5.670 0.05 -0.09 -0.10
H -4.723 8.263 3.870 0.08 -0.02 0.00
H -4.078 9.111 2.434 0.06 -0.13 0.04
H -5.812 9.067 2.727 -0.02 0.03 0.04
```
Positions in Å, forces in eV/Å.

Computed properties:
- LUMO energy (eV) = -0.805
- orbital gap (eV) = 7.64
- M (g mol⁻¹) = 684.92
- ΔE to the lowest compared entry with this formula, charge and spin (kcal/mol) = 0.0
- structure (SMILES) = CC(C)=CCC[C@H](C)CCc1cccc2c1C(=O)c1ccc(CCOC=O)cc1C2=O.COCCNCCOC.COCCNCCOC
- calculated total energy (a.u.) = -2233.39239